[1]
{"formula": "C36H30F10InN9P", "method": "ωB97M-V with the def2-TZVPD basis set", "elements": ["In", "P", "F", "F", "F", "F", "F", "F", "F", "F", "F", "F", "N", "N", "N", "N", "N", "N", "N", "N", "N", "C", "C", "C", "C", "C", "C", "C", "C", "C", "C", "C", "C", "C", "C", "C", "C", "C", "C", "C", "C", "C", "C", "C", "C", "C", "C", "C", "C", "C", "C", "C", "C", "C", "C", "C", "C", "H", "H", "H", "H", "H", "H", "H", "H", "H", "H", "H", "H", "H", "H", "H", "H", "H", "H", "H", "H", "H", "H", "H", "H", "H", "H", "H", "H", "H", "H"], "xyz": [[-0.10, -0.73, -0.10], [-0.16, 1.61, 1.24], [4.98, -1.69, 0.02], [1.38, -3.73, -5.48], [-2.61, -1.24, -2.74], [-2.68, -1.24, -5.52], [1.49, -3.54, -2.92], [2.67, 0.13, -4.50], [6.20, -1.92, -2.27], [5.24, -0.80, -4.57], [-0.74, -2.51, -6.86], [1.32, 0.24, -2.23], [-5.99, -0.17, 1.28], [-1.26, 0.90, -1.53], [-3.63, -0.03, 0.83], [-4.74, -0.71, 0.94], [-0.61, -2.36, -1.32], [2.11, -0.70, 0.06], [-4.66, -1.96, 0.54], [-2.74, -0.88, 0.38], [0.28, -2.43, 1.45], [-0.18, -2.26, 2.84], [-0.50, -3.57, 0.79], [-1.62, 2.07, 2.18], [0.27, 4.02, -0.05], [1.36, 2.05, 2.13], [2.51, -0.39, -2.26], [2.57, 2.14, 1.42], [-3.40, -2.05, 0.22], [4.32, -1.30, -1.06], [-1.66, -1.84, -4.84], [-1.90, 1.36, 3.34], [1.76, -2.63, 1.44], [-3.96, 2.59, 3.51], [-0.20, 2.71, -0.16], [-0.59, 3.05, -2.55], [1.38, 2.32, 3.51], [3.78, 2.42, 2.06], [0.39, -3.07, -4.88], [2.59, 2.50, 4.18], [-3.72, 3.28, 2.37], [-2.54, 2.98, 1.69], [-3.05, 1.63, 4.01], [-0.57, -2.37, -2.70], [-0.67, -2.54, -5.53], [0.29, 4.85, -1.15], [3.22, -0.38, -3.42], [-1.58, -1.76, -3.44], [3.79, 2.61, 3.44], [0.43, -3.02, -3.48], [4.52, -0.85, -3.44], [-0.18, 4.37, -2.37], [-0.27, -3.63, -0.71], [5.04, -1.32, -2.26], [2.99, -0.84, -1.00], [-0.71, 2.25, -1.42], [2.45, -1.30, 1.31], [-1.15, -1.74, 2.80], [0.71, 4.39, 0.84], [-2.26, 0.94, -1.27], [2.61, 2.69, 5.23], [-1.21, 0.64, -2.50], [4.71, 2.47, 1.50], [-0.26, -3.24, 3.34], [-4.85, 2.84, 4.12], [-4.37, 4.03, 1.93], [-0.93, 2.71, -3.53], [-1.53, -3.37, 1.00], [3.50, -1.43, 1.55], [2.57, 1.92, 0.37], [-3.41, 1.22, 4.92], [-0.15, -4.51, 1.23], [0.76, -3.96, -0.94], [0.71, 5.87, -1.07], [4.73, 2.82, 3.98], [-5.82, 0.80, 1.57], [2.04, -0.63, 2.12], [-3.01, -2.93, -0.21], [2.05, -3.24, 0.56], [0.50, 2.27, 4.14], [0.54, -1.66, 3.36], [2.03, -3.23, 2.33], [-0.03, 4.99, -3.23], [-2.27, 3.59, 0.81], [-0.87, -4.41, -1.06], [-1.21, 0.59, 3.68], [-6.30, -0.76, 2.04]], "relative_energy_kj_mol": 0.0, "charge": 1, "homo_lumo_gap_ha": 0.2701, "max_force_ev_per_a": 2.6, "homo_energy_ev": -9.9}


[2]
{"formula": "C36H30N3O", "method": "ωB97M-V with the def2-TZVPD basis set", "elements": ["O", "N", "N", "N", "C", "C", "C", "C", "C", "C", "C", "C", "C", "C", "C", "C", "C", "C", "C", "C", "C", "C", "C", "C", "C", "C", "C", "C", "C", "C", "C", "C", "C", "C", "C", "C", "C", "C", "C", "C", "H", "H", "H", "H", "H", "H", "H", "H", "H", "H", "H", "H", "H", "H", "H", "H", "H", "H", "H", "H", "H", "H", "H", "H", "H", "H", "H", "H", "H", "H"], "xyz": [[-1.60, 0.14, -1.89], [-1.59, 1.73, 3.68], [2.54, 3.04, -0.42], [-0.18, -2.43, -0.83], [0.98, -0.37, -6.14], [-0.93, 5.12, 0.40], [1.44, 5.28, -0.16], [3.90, 3.50, -0.64], [-2.96, -2.08, 2.84], [0.70, -3.40, -0.32], [0.32, 3.09, 0.05], [-0.66, 0.80, 1.82], [-0.32, 0.04, -5.84], [-0.67, 1.92, 2.71], [2.08, -3.31, -0.52], [0.05, -0.47, -3.49], [1.05, -5.51, 0.88], [1.35, -0.92, -3.80], [-1.52, -2.70, -0.88], [-2.05, -3.86, -0.32], [-1.91, 2.68, 4.73], [-0.51, -0.42, -2.11], [2.41, -5.39, 0.70], [1.81, -0.85, -5.12], [0.03, 0.64, 0.63], [0.78, 1.70, 0.09], [-3.19, -0.13, 4.29], [2.14, 1.74, -0.29], [-0.78, -0.01, -4.52], [-1.23, -4.75, 0.34], [2.93, -4.30, -0.03], [0.16, -4.56, 0.32], [0.22, 5.90, 0.17], [-1.94, -1.45, 2.11], [0.25, -1.04, -1.00], [-3.58, -1.42, 3.91], [-2.19, 0.47, 3.53], [1.45, 3.89, -0.22], [-1.59, -0.15, 2.42], [-0.89, 3.72, 0.33], [2.35, 5.85, -0.36], [1.35, -0.32, -7.17], [2.83, -1.18, -5.35], [-3.63, 0.41, 5.12], [4.00, -4.23, -0.21], [-4.38, -1.92, 4.46], [-3.13, -4.01, -0.40], [3.09, -6.14, 1.11], [2.51, -2.48, -1.09], [-2.16, -1.95, -1.32], [4.39, 2.87, -1.39], [-0.04, -0.43, 0.10], [-3.28, -3.09, 2.57], [-0.99, 0.41, -6.61], [-1.64, -5.63, 0.84], [-1.10, 2.75, 5.47], [-1.87, 5.62, 0.63], [-1.78, 3.12, 0.50], [-2.08, 3.67, 4.30], [-0.06, 2.82, 2.67], [-2.82, 2.33, 5.24], [-1.79, 0.32, -4.28], [2.85, 0.92, -0.35], [2.01, -1.30, -3.02], [4.49, 3.48, 0.28], [0.62, -6.35, 1.43], [0.16, 6.98, 0.25], [1.32, -0.95, -1.12], [3.86, 4.54, -1.00], [-1.40, -1.95, 1.31]], "relative_energy_kj_mol": 264.3, "charge": 1, "homo_lumo_gap_ha": 0.1947, "max_force_ev_per_a": 5.7, "homo_energy_ev": -8.9}


[3]
{"formula": "C36H30N5O8S4W", "method": "ωB97M-V with the def2-TZVPD basis set", "elements": ["W", "S", "S", "S", "S", "O", "O", "O", "O", "O", "O", "O", "O", "N", "N", "N", "N", "N", "C", "C", "C", "C", "C", "C", "C", "C", "C", "C", "C", "C", "C", "C", "C", "C", "C", "C", "C", "C", "C", "C", "C", "C", "C", "C", "C", "C", "C", "C", "C", "C", "C", "C", "C", "C", "H", "H", "H", "H", "H", "H", "H", "H", "H", "H", "H", "H", "H", "H", "H", "H", "H", "H", "H", "H", "H", "H", "H", "H", "H", "H", "H", "H", "H", "H"], "xyz": [[0.24, 0.10, -0.45], [0.56, 0.73, -5.38], [-0.72, 1.05, -2.65], [3.57, -1.16, -0.20], [2.15, 0.79, 2.31], [1.36, 1.75, -0.86], [1.84, 1.23, 3.64], [3.69, -2.39, -0.95], [3.08, 1.57, 1.55], [-0.05, -1.63, 0.60], [4.61, -0.19, -0.40], [0.85, 0.56, 1.58], [2.21, -0.57, -0.35], [0.55, -1.41, -2.11], [-0.16, 3.00, 0.26], [0.85, -0.95, -3.41], [-1.84, -0.36, -0.46], [-0.84, 1.80, 0.10], [-2.32, -1.57, -0.81], [0.84, -2.68, -1.99], [-2.92, 3.06, 0.58], [-3.63, 2.75, -5.34], [-4.59, -0.88, -0.49], [3.36, -2.60, 4.12], [-0.99, 0.15, -6.13], [4.23, 4.73, -0.70], [2.86, -0.86, 2.51], [1.61, 5.26, 0.04], [0.83, -3.41, -0.72], [3.85, 6.02, -0.36], [1.33, -4.73, -0.67], [1.27, -3.48, -3.19], [2.79, -1.38, 3.80], [1.45, -5.44, 0.50], [1.99, 3.97, -0.31], [4.02, -3.33, 3.14], [4.09, -2.84, 1.85], [-4.13, 0.35, -0.12], [1.06, -4.84, 1.71], [0.57, -3.56, 1.71], [-4.31, 0.66, -4.39], [-3.65, -1.87, -0.85], [-2.15, 1.84, 0.21], [2.54, 6.29, 0.02], [-4.55, 2.01, -4.61], [1.01, 2.86, -0.28], [-2.75, 0.61, -0.11], [0.28, 0.16, -3.70], [3.52, -1.61, 1.53], [3.31, 3.70, -0.67], [-3.17, 0.06, -4.89], [-2.24, 0.80, -5.62], [-2.49, 2.16, -5.84], [0.46, -2.83, 0.50], [4.47, -4.29, 3.37], [-3.80, 3.81, -5.51], [0.79, -4.45, -3.19], [1.04, -2.97, -4.12], [3.28, -2.98, 5.13], [-2.24, 3.87, 0.81], [0.28, -3.05, 2.62], [0.59, 5.44, 0.34], [5.26, 4.52, -0.97], [4.56, -3.41, 1.06], [4.58, 6.82, -0.38], [-5.44, 2.48, -4.21], [-3.59, 3.36, -0.23], [-3.96, -2.86, -1.16], [-1.76, 2.75, -6.38], [-1.06, -0.93, -6.02], [2.25, 7.29, 0.29], [-0.85, 0.36, -7.20], [2.29, -0.79, 4.55], [-1.59, -2.32, -1.08], [-2.97, -0.98, -4.69], [2.35, -3.60, -3.13], [-4.81, 1.14, 0.16], [1.86, -6.44, 0.50], [-5.01, 0.07, -3.80], [3.60, 2.68, -0.90], [1.67, -5.21, -1.57], [-3.54, 2.86, 1.46], [-5.65, -1.08, -0.51], [1.17, -5.37, 2.64]], "relative_energy_kj_mol": 57.8, "charge": -1, "homo_lumo_gap_ha": [0.2087, 0.2541], "max_force_ev_per_a": 0.5, "homo_energy_ev": [-3.8, -5.2]}


[4]
{"formula": "C36H31AsClN2O5PRuS", "method": "ωB97M-V with the def2-TZVPD basis set", "elements": ["Ru", "As", "Cl", "S", "P", "O", "O", "O", "O", "O", "N", "N", "C", "C", "C", "C", "C", "C", "C", "C", "C", "C", "C", "C", "C", "C", "C", "C", "C", "C", "C", "C", "C", "C", "C", "C", "C", "C", "C", "C", "C", "C", "C", "C", "C", "C", "C", "C", "H", "H", "H", "H", "H", "H", "H", "H", "H", "H", "H", "H", "H", "H", "H", "H", "H", "H", "H", "H", "H", "H", "H", "H", "H", "H", "H", "H", "H", "H", "H"], "xyz": [[-1.06, 0.48, -1.96], [2.63, -3.49, 0.86], [0.26, -1.13, -2.99], [-4.05, 4.37, -1.83], [-0.65, -0.30, 0.12], [0.80, 1.62, -4.48], [-5.08, 0.38, -2.51], [-0.37, 2.77, -1.47], [-3.07, 0.30, -1.55], [0.22, 2.73, -6.32], [-2.00, 1.47, -3.78], [-4.29, 5.59, 0.72], [-3.67, 3.14, -5.29], [-3.54, -3.46, 1.78], [-1.95, 1.88, 1.15], [-0.06, 2.14, -5.13], [0.20, 2.85, 2.60], [-0.98, 3.58, 2.52], [2.15, -1.87, 4.78], [5.01, -0.43, -0.81], [-3.90, 0.67, -2.46], [2.20, -3.17, 2.74], [1.27, -2.79, 5.35], [2.60, -2.06, 3.48], [5.16, -2.13, 1.36], [-4.19, 2.33, -4.31], [1.83, 1.80, -1.75], [-4.19, 5.08, -0.33], [-2.75, -2.72, 2.65], [-2.64, -2.25, -0.09], [3.97, -1.31, -0.55], [-3.48, -3.23, 0.42], [0.86, -3.89, 4.62], [-2.06, 3.09, 1.81], [6.20, -1.25, 1.10], [-1.90, -1.74, 2.15], [-0.77, 1.14, 1.21], [-3.32, 1.53, -3.57], [6.12, -0.39, 0.01], [-1.52, 2.22, -4.80], [-2.31, 3.07, -5.55], [0.31, 1.63, 1.95], [0.93, -1.08, 0.59], [1.33, -4.08, 3.33], [1.11, -2.51, 0.09], [0.33, 1.83, -1.75], [-1.84, -1.50, 0.78], [4.03, -2.17, 0.55], [-1.86, 3.66, -6.33], [6.93, 0.31, -0.19], [-2.77, 1.52, 0.53], [-5.23, 2.32, -4.04], [-2.79, -2.90, 3.72], [5.24, -2.80, 2.21], [-2.96, 3.69, 1.72], [-4.31, 3.82, -5.84], [3.28, -1.33, 3.05], [3.11, -1.33, -1.20], [1.22, -2.53, -1.00], [1.74, -0.45, 0.23], [-4.20, -4.22, 2.17], [2.15, 1.57, -0.72], [2.46, -1.00, 5.34], [0.18, -4.61, 5.06], [0.23, -3.11, 0.31], [1.01, -4.95, 2.77], [0.91, -2.63, 6.36], [2.22, 2.78, -2.02], [-1.06, 4.55, 3.00], [0.95, -1.05, 1.68], [1.25, 1.09, 1.99], [1.05, 3.24, 3.14], [2.19, 1.02, -2.42], [4.94, 0.24, -1.67], [-4.10, -3.80, -0.26], [1.18, 2.64, -6.43], [7.07, -1.23, 1.74], [-1.29, -1.16, 2.83], [-2.60, -2.05, -1.15]], "spin_multiplicity": 2, "relative_energy_kj_mol": 129.3, "charge": -1, "homo_lumo_gap_ha": 0.2246, "s_squared": 0.76, "max_force_ev_per_a": 0.6, "homo_energy_ev": -4.1}


[5]
{"formula": "C36H31I2N4NaOP", "method": "ωB97M-V with the def2-TZVPD basis set", "elements": ["I", "I", "P", "Na", "O", "N", "N", "N", "N", "C", "C", "C", "C", "C", "C", "C", "C", "C", "C", "C", "C", "C", "C", "C", "C", "C", "C", "C", "C", "C", "C", "C", "C", "C", "C", "C", "C", "C", "C", "C", "C", "C", "C", "C", "C", "H", "H", "H", "H", "H", "H", "H", "H", "H", "H", "H", "H", "H", "H", "H", "H", "H", "H", "H", "H", "H", "H", "H", "H", "H", "H", "H", "H", "H", "H", "H"], "xyz": [[2.86, -4.67, 1.73], [1.99, -1.81, 1.74], [1.14, 0.63, 2.09], [1.08, -0.88, -1.61], [1.74, 0.89, 0.02], [-3.59, -4.12, 1.69], [1.69, -2.85, -2.64], [-0.89, -1.65, -0.35], [-0.40, -1.01, -3.55], [-2.69, -3.30, 1.02], [-1.40, 1.93, 2.21], [-0.71, -2.97, -0.28], [0.27, 0.96, 6.15], [-0.95, -0.91, 5.27], [-0.62, -0.09, 6.34], [2.43, -3.96, -2.52], [0.75, -3.13, -3.60], [0.04, 3.08, -4.81], [-0.27, -2.21, -3.99], [-1.56, -0.28, -4.01], [4.72, 2.12, 3.36], [-0.39, -0.69, 4.02], [4.64, 3.47, 3.03], [-2.90, -1.93, 0.92], [-1.57, -3.83, 0.39], [0.95, 1.52, -0.73], [-2.39, 3.02, 0.30], [-0.24, 1.97, 0.11], [0.82, 1.19, 4.90], [3.66, 1.27, 3.06], [0.91, -4.44, -4.07], [2.52, 1.76, 2.44], [0.50, 0.37, 3.82], [2.45, 3.11, 2.11], [-1.60, 2.61, -6.49], [1.99, -4.98, -3.38], [-1.98, -1.16, 0.23], [-0.24, 1.87, -4.19], [-1.21, 1.02, -4.70], [-0.29, 1.58, 1.44], [-0.63, 3.45, -5.97], [-1.28, 2.68, -0.47], [-2.44, 2.65, 1.63], [-1.88, 1.40, -5.86], [3.50, 3.96, 2.41], [2.41, -5.97, -3.47], [1.51, 2.02, 4.76], [0.53, 1.61, 6.98], [0.30, -4.93, -4.83], [3.44, 5.01, 2.15], [1.57, 3.51, 1.61], [-1.63, -1.74, 5.41], [0.80, 3.73, -4.39], [-4.15, -3.67, 2.39], [-2.18, -0.88, -4.68], [5.47, 4.13, 3.26], [-3.22, -5.01, 1.99], [-0.99, -2.61, -4.72], [-2.13, 2.88, -7.40], [-1.20, 2.95, -1.52], [-2.13, -0.09, 0.16], [0.18, -3.37, -0.76], [-0.40, 4.39, -6.45], [3.23, -4.01, -1.79], [5.61, 1.72, 3.83], [-3.21, 3.57, -0.15], [-0.64, -1.34, 3.20], [-1.47, 1.65, 3.25], [0.29, 1.60, -3.28], [-1.35, -4.89, 0.42], [-2.18, -0.04, -3.13], [-2.63, 0.74, -6.28], [-1.05, -0.27, 7.32], [-3.76, -1.46, 1.38], [-3.30, 2.91, 2.23], [3.73, 0.22, 3.31]], "relative_energy_kj_mol": 130.1, "charge": -1, "homo_lumo_gap_ha": 0.2230, "max_force_ev_per_a": 0.2, "homo_energy_ev": -4.2}


[6]
{"formula": "C36H31InNPSSbSe2Te2", "method": "ωB97M-V with the def2-TZVPD basis set", "elements": ["Te", "Te", "Sb", "In", "Se", "Se", "S", "P", "N", "C", "C", "C", "C", "C", "C", "C", "C", "C", "C", "C", "C", "C", "C", "C", "C", "C", "C", "C", "C", "C", "C", "C", "C", "C", "C", "C", "C", "C", "C", "C", "C", "C", "C", "C", "C", "H", "H", "H", "H", "H", "H", "H", "H", "H", "H", "H", "H", "H", "H", "H", "H", "H", "H", "H", "H", "H", "H", "H", "H", "H", "H", "H", "H", "H", "H", "H"], "xyz": [[3.17, -4.27, -3.04], [0.76, -5.02, -3.94], [-1.10, -1.41, 1.87], [0.43, -2.06, -1.61], [2.38, -3.54, -0.76], [-0.20, -2.70, -4.02], [-1.56, -2.44, -0.15], [0.71, 0.49, -2.29], [1.94, -0.54, 0.36], [1.30, 1.49, -0.88], [-0.70, 1.62, 2.33], [-2.59, -2.16, 3.11], [-4.61, -3.20, 4.68], [-1.07, 2.95, 2.18], [4.24, 1.19, -4.24], [3.10, -2.92, 3.72], [1.23, 2.89, -0.93], [-3.54, -1.30, 3.66], [-2.20, 3.29, 1.44], [2.26, 1.67, 1.34], [1.67, 3.67, 0.13], [-0.81, 2.36, -3.73], [3.90, 0.96, -5.56], [2.37, -3.72, 2.85], [-3.22, 2.44, -3.63], [1.63, 0.50, -4.91], [-1.48, 0.63, 1.72], [-2.64, -3.53, 3.34], [-2.62, 0.96, 0.99], [2.18, 3.05, 1.27], [-3.66, -4.05, 4.13], [-4.56, -1.83, 4.45], [1.83, 0.88, 0.27], [-2.03, 0.76, -2.39], [-2.97, 2.30, 0.85], [2.59, 0.62, -5.90], [-0.81, 1.27, -2.86], [3.27, 1.08, -3.24], [0.75, -1.98, 2.63], [1.96, 0.74, -3.58], [1.46, -1.17, 3.52], [2.65, -1.65, 4.06], [-3.23, 1.35, -2.77], [1.19, -3.26, 2.29], [-2.01, 2.94, -4.11], [-2.01, 3.78, -4.80], [4.02, -3.29, 4.15], [-3.86, 2.57, 0.28], [-3.50, -0.23, 3.48], [-0.48, 3.73, 2.66], [-4.17, 0.94, -2.41], [2.23, -0.85, 1.27], [2.68, 1.19, 2.22], [3.22, -1.03, 4.74], [2.62, -0.93, -0.28], [-2.04, -0.12, -1.75], [2.33, 0.44, -6.94], [1.10, -0.18, 3.80], [-3.70, -5.12, 4.31], [-3.23, 0.19, 0.54], [0.62, 0.21, -5.17], [-5.31, -1.17, 4.88], [4.65, 1.04, -6.34], [5.26, 1.45, -3.98], [2.72, -4.72, 2.60], [-2.48, 4.34, 1.33], [-5.41, -3.61, 5.29], [0.12, 2.74, -4.13], [0.18, 1.37, 2.91], [0.82, 3.37, -1.82], [-4.16, 2.91, -3.93], [3.54, 1.27, -2.21], [2.54, 3.66, 2.10], [0.64, -3.87, 1.59], [1.62, 4.76, 0.07], [-1.90, -4.20, 2.91]], "relative_energy_kj_mol": 0.0, "charge": 1, "homo_lumo_gap_ha": 0.2607, "max_force_ev_per_a": 1.0, "homo_energy_ev": -9.6}


Q: Number 5 is which compound?
A: C36H31I2N4NaOP